a:
ORCA calculation (ωB97M-V with the def2-TZVPD basis set) on a cluster of 2 separate species, C13H18N2O5 in total.

ORCA input file:
```
! wB97M-V def2-TZVPD RIJCOSX def2/J DEFGRID3
* xyz 0 1
O -1.025 -3.842 -4.070
C -1.259 -4.289 -2.960
O -0.332 -4.877 -2.156
C -2.683 -4.158 -2.423
C -2.716 -3.181 -1.274
C -2.949 -3.599 0.046
C -2.911 -2.668 1.093
C -2.640 -1.324 0.834
O -2.538 -0.433 1.863
C -2.439 -0.901 -0.479
C -2.480 -1.822 -1.530
H -0.735 -5.025 -1.291
H -3.341 -3.807 -3.224
H -3.042 -5.142 -2.112
H -3.158 -4.641 0.273
H -3.080 -2.979 2.119
H -1.707 0.089 1.773
H -2.238 0.146 -0.679
H -2.306 -1.479 -2.547
C 2.022 3.565 2.819
N 1.180 2.370 2.746
C 0.640 1.818 1.654
O -0.115 0.858 1.777
C 0.962 2.349 0.248
N 2.389 2.329 -0.105
C 3.117 3.414 -0.372
C 4.554 3.183 -0.776
O 2.681 4.554 -0.294
H 3.046 3.323 2.531
H 2.028 3.951 3.840
H 1.640 4.346 2.157
H 0.918 1.931 3.615
H 0.579 3.368 0.184
H 0.414 1.745 -0.475
H 2.839 1.430 -0.182
H 4.585 2.526 -1.643
H 5.006 4.140 -1.032
H 5.096 2.732 0.053
*
```

As for the SMILES: O=C(O)Cc1ccc(O)cc1.CNC(=O)CNC(C)=O. The value obtained for the orbital gap is 8.92 eV.



b:
ORCA calculation (ωB97M-V with the def2-TZVPD basis set) on the molecule C13H18N2O5.

ORCA input file:
```
! wB97M-V def2-TZVPD RIJCOSX def2/J DEFGRID3
* xyz 0 1
C 1.491 4.356 3.501
C 1.449 3.171 2.547
O 2.517 2.118 2.730
C 0.192 2.327 3.029
N 0.550 1.260 4.214
C -0.071 1.476 1.661
O -1.237 1.585 1.251
N 0.940 0.862 0.933
C 0.424 -0.300 0.137
C 0.561 -0.075 -1.400
C -0.706 -0.842 -2.138
C -0.313 -1.658 -3.161
C -1.213 -2.527 -3.880
C -2.629 -2.287 -3.705
O -3.453 -2.872 -4.605
C -2.895 -1.675 -2.447
C -2.060 -0.939 -1.619
C 1.373 -1.581 0.263
O 2.346 -1.729 1.057
O 1.326 -2.452 -0.880
H 0.992 5.219 3.317
H 2.613 4.780 3.628
H 1.316 3.715 4.392
H 1.446 3.524 1.366
H 3.459 2.592 3.287
H -0.557 2.997 3.548
H 1.724 1.350 4.403
H -0.061 1.602 5.185
H 1.983 0.844 1.272
H -0.623 -0.773 0.502
H 0.512 1.134 -1.474
H 1.556 -0.119 -1.754
H 0.689 -1.624 -3.452
H -0.708 -3.133 -4.620
H -4.543 -2.574 -4.689
H -4.006 -1.557 -2.235
H -2.081 0.000 -0.933
H 0.255 -2.710 -0.916
*
```

As for the SMILES: C[C@@H](O)[C@H](N)C(=O)N[C@@H](Cc1ccc(O)cc1)C(=O)O. The value obtained for the orbital gap is 8.82 eV.



Most stable one: a, least stable one: b.



a:
ORCA calculation (ωB97M-V with the def2-TZVPD basis set) on a structure of composition C5H8ClNO.

ORCA input file:
```
! wB97M-V def2-TZVPD RIJCOSX def2/J DEFGRID3
* xyz 0 1
C -0.441 1.039 -0.505
C -1.103 -0.382 -0.541
C -0.037 -1.141 0.269
C 1.245 -0.715 -0.474
C 0.866 0.617 0.184
H -1.210 1.651 1.115
H -0.293 1.433 -1.528
H -1.230 -0.768 -1.581
H -0.240 -2.159 0.575
H 1.284 -0.796 -1.563
H 2.157 -1.140 -0.037
H 1.586 1.402 0.408
H 1.015 -0.477 1.919
N 0.255 -0.126 1.345
O -1.125 2.015 0.217
Cl -2.727 -0.453 0.197
*
```

The value obtained for the orbital gap is 10.50 eV.



b:
ORCA calculation (ωB97M-V with the def2-TZVPD basis set) on a cluster of 2 separate species, C5H8ClNO in total.

ORCA input file:
```
! wB97M-V def2-TZVPD RIJCOSX def2/J DEFGRID3
* xyz 0 1
C -1.384 0.618 -1.364
C 0.638 -1.303 -0.831
C -0.217 2.450 0.699
C -0.488 -1.184 0.193
C -1.417 -0.044 -0.152
N -1.338 1.154 -2.387
O -1.222 -2.384 0.304
Cl -2.850 0.083 0.789
H 0.227 -1.431 -1.830
H 1.252 -2.166 -0.590
H 1.256 -0.412 -0.826
H 0.787 2.083 0.704
H -0.784 2.437 1.605
H -0.566 3.012 -0.140
H -0.078 -1.029 1.199
H -1.542 -2.640 -0.570
*
```

The value obtained for the orbital gap (alpha / beta) is 8.90 / 7.66 eV.



Most stable one: a, least stable one: b.



a:
ORCA calculation (ωB97M-V with the def2-TZVPD basis set) on a structure of composition H28HeO14.

ORCA input file:
```
! wB97M-V def2-TZVPD RIJCOSX def2/J DEFGRID3
* xyz 0 1
He -0.666 -0.275 -0.109
O -1.620 -2.810 -1.157
H -2.086 -3.347 -1.798
H -0.818 -2.542 -1.607
O -0.692 -4.116 0.996
H -1.027 -3.749 0.177
H -0.092 -4.808 0.721
O -0.065 3.339 -0.554
H 0.363 2.791 -1.212
H -0.435 4.068 -1.053
O 2.064 1.934 -1.806
H 1.893 1.326 -1.086
H 1.740 1.481 -2.584
O 0.811 3.187 2.176
H 0.602 3.172 1.242
H 1.212 4.044 2.319
O 0.626 0.984 -3.975
H -0.223 1.424 -4.008
H 0.468 0.195 -3.457
O -2.011 2.358 2.641
H -2.541 3.122 2.411
H -1.109 2.635 2.480
O 1.327 -2.273 1.704
H 0.676 -2.972 1.636
H 1.908 -2.553 2.410
O 3.234 1.615 1.116
H 2.427 1.976 1.483
H 2.953 0.828 0.649
O -3.556 -0.889 -1.270
H -2.744 -1.395 -1.304
H -4.237 -1.539 -1.097
O -3.607 -0.068 1.732
H -3.594 -0.297 0.803
H -3.141 0.767 1.779
O 2.451 -0.643 -0.268
H 3.245 -1.142 -0.461
H 2.004 -1.156 0.406
O 0.219 0.136 2.937
H 0.414 -0.703 2.519
H -0.008 0.719 2.212
O 0.873 -1.415 -2.605
H 1.567 -1.301 -1.956
H 1.195 -2.107 -3.183
*
```

The value obtained for the orbital gap is 9.51 eV.



b:
ORCA calculation (ωB97M-V with the def2-TZVPD basis set) on a structure of composition H28HeO14.

ORCA input file:
```
! wB97M-V def2-TZVPD RIJCOSX def2/J DEFGRID3
* xyz 0 1
He -18.426 -12.855 14.464
O -20.771 -12.468 16.114
H -21.613 -12.012 16.122
H -20.877 -13.155 15.456
O -18.658 -10.825 16.943
H -19.337 -11.488 16.819
H -18.736 -10.256 16.177
O -20.810 -14.690 14.546
H -20.964 -15.629 14.655
H -21.374 -14.438 13.815
O -21.734 -10.700 13.913
H -22.653 -10.436 13.863
H -21.721 -11.591 13.564
O -15.821 -10.406 12.948
H -15.041 -10.611 12.432
H -15.659 -10.813 13.799
O -18.113 -15.365 13.667
H -18.124 -14.902 12.830
H -18.898 -15.061 14.121
O -19.548 -8.954 14.570
H -20.355 -9.455 14.446
H -19.794 -8.248 15.168
O -18.521 -13.622 11.329
H -19.361 -14.072 11.418
H -17.942 -14.271 10.929
O -18.612 -11.044 10.181
H -18.531 -10.405 10.889
H -18.626 -11.893 10.624
O -15.601 -13.813 13.847
H -16.552 -13.710 13.894
H -15.430 -14.651 14.278
O -15.288 -11.418 15.401
H -16.193 -11.640 15.619
H -14.927 -12.222 15.027
O -19.942 -14.053 18.065
H -19.098 -14.310 17.692
H -20.310 -13.443 17.426
O -17.124 -13.831 16.852
H -17.000 -13.510 17.745
H -16.238 -13.897 16.496
O -16.918 -16.560 16.976
H -17.148 -15.671 16.707
H -17.202 -16.615 17.889
*
```

The value obtained for the orbital gap is 9.25 eV.



Most stable one: a, least stable one: b.



a:
ORCA calculation (ωB97M-V with the def2-TZVPD basis set) on a cluster of 2 separate species, C3H11NO2S in total.

ORCA input file:
```
! wB97M-V def2-TZVPD RIJCOSX def2/J DEFGRID3
* xyz 0 1
N -0.493 1.210 -0.291
C -0.612 0.101 0.686
C -1.944 -0.690 0.397
O -3.018 0.094 0.428
C 0.675 -1.001 0.455
S 2.062 -0.386 1.441
H -0.955 1.003 -1.202
H 0.517 1.482 -0.355
H -0.691 0.141 1.852
H -1.921 -1.239 -0.608
H -2.054 -1.318 1.295
H -2.858 0.910 0.673
H 0.319 -2.015 0.591
H 0.972 -0.899 -0.581
H 2.747 -1.506 1.255
O 0.883 0.939 -3.626
H 1.117 1.858 -3.480
H 1.632 0.572 -4.090
*
```

As for the SMILES: N[C@@H](CO)CS.O. The value obtained for the orbital gap is 9.72 eV.



b:
ORCA calculation (ωB97M-V with the def2-TZVPD basis set) on a cluster of 2 separate species, C3H11NO2S in total.

ORCA input file:
```
! wB97M-V def2-TZVPD RIJCOSX def2/J DEFGRID3
* xyz 0 1
O -1.444 -1.458 -1.981
C -0.236 -0.781 -2.217
N 0.598 -0.795 -1.039
C 0.394 0.376 -0.206
C 1.379 0.364 0.963
S 0.694 1.339 2.359
H -1.267 -2.083 -1.270
H -0.485 0.242 -2.511
H 0.313 -1.222 -3.054
H 1.575 -0.786 -1.331
H -0.651 0.413 0.124
H 0.564 1.289 -0.784
H 2.303 0.835 0.655
H 1.482 -0.653 1.340
H 1.817 1.954 2.724
O -2.629 0.454 1.835
H -1.930 0.967 2.275
H -2.477 -0.454 2.117
*
```

As for the SMILES: OCNCCS.O. The value obtained for the orbital gap is 10.09 eV.



Most stable one: b, least stable one: a.



a:
ORCA calculation (ωB97M-V with the def2-TZVPD basis set) on a cluster of 2 separate species, C4H12NO3 in total.

ORCA input file:
```
! wB97M-V def2-TZVPD RIJCOSX def2/J DEFGRID3
* xyz -1 1
C 0.617 -0.713 -0.741
O -0.529 -1.206 -0.191
C 0.956 0.737 -0.191
C -0.171 1.264 0.664
C -0.241 0.645 2.031
O -1.534 0.018 2.220
N 1.400 1.761 -1.183
H 1.486 -1.325 -0.462
H 0.548 -0.565 -1.843
H 1.860 0.626 0.413
H -0.303 2.364 0.640
H -1.090 1.132 0.067
H 0.503 -0.115 2.238
H -0.238 1.349 2.860
H -1.570 -0.594 1.458
H 0.629 2.423 -1.285
H 1.469 1.300 -2.092
H -1.097 -2.483 -0.934
H -1.129 -3.360 -2.262
O -1.567 -3.259 -1.406
*
```

The value obtained for the orbital gap is 7.89 eV.



b:
ORCA calculation (ωB97M-V with the def2-TZVPD basis set) on a cluster of 2 separate species, C4H12NO3 in total.

ORCA input file:
```
! wB97M-V def2-TZVPD RIJCOSX def2/J DEFGRID3
* xyz -1 1
C -0.744 0.641 0.358
C 0.323 0.260 1.354
C 0.801 1.373 2.267
O 1.516 -0.126 0.689
N -1.516 -0.481 -0.248
C -0.756 -1.697 -0.719
O 0.443 -1.527 -1.299
H -0.333 1.236 -0.489
H -1.492 1.361 0.707
H -0.002 -0.656 1.874
H -0.034 1.896 2.747
H 1.562 1.002 2.949
H 1.372 2.111 1.685
H 1.235 -0.772 -0.072
H -2.136 -0.076 -0.944
H -1.547 -2.065 -1.435
H -0.633 -2.369 0.169
H 1.311 0.367 -3.394
H 0.225 -0.528 -2.697
O 0.402 0.051 -3.501
*
```

The value obtained for the orbital gap is 7.89 eV.



c:
ORCA calculation (ωB97M-V with the def2-TZVPD basis set) on a cluster of 2 separate species, C4H12NO3 in total.

ORCA input file:
```
! wB97M-V def2-TZVPD RIJCOSX def2/J DEFGRID3
* xyz -1 1
C 1.178 -0.330 0.261
O 2.019 -1.184 -0.414
C -0.054 0.044 -0.657
C -0.949 1.104 0.035
C -2.313 1.337 -0.621
O -3.222 2.005 0.221
N -0.954 -1.155 -0.779
H 0.895 -0.920 1.172
H 1.687 0.635 0.492
H 0.357 0.241 -1.657
H -1.034 0.820 1.094
H -0.254 1.974 0.147
H -2.103 2.018 -1.466
H -2.699 0.378 -0.971
H -3.117 2.070 1.169
H -1.121 -1.556 0.134
H -0.456 -1.891 -1.260
H 3.027 -1.579 0.703
H 3.884 -0.611 1.403
O 3.740 -1.564 1.457
*
```

The value obtained for the orbital gap is 6.71 eV.



Most stable one: b, least stable one: c.



a:
ORCA calculation (ωB97M-V with the def2-TZVPD basis set) on the molecule C3H6Cl2O3S.

ORCA input file:
```
! wB97M-V def2-TZVPD RIJCOSX def2/J DEFGRID3
* xyz 0 1
O -1.030 -0.224 -1.634
S -1.039 0.410 -0.377
O -0.826 1.869 -0.318
C -2.509 -0.065 0.498
Cl -3.882 -0.297 -0.515
O 0.005 -0.299 0.642
C 1.288 -0.753 -0.015
C 2.264 0.430 0.046
Cl 3.804 -0.076 -0.579
H -2.422 -0.931 1.035
H -2.571 0.952 1.196
H 0.930 -1.110 -0.870
H 1.657 -1.858 0.477
H 1.815 1.209 -0.812
H 2.515 0.744 1.225
*
```

As for the SMILES: O=S(=O)(CCl)OCCCl. The value obtained for the orbital gap is 11.51 eV.



b:
ORCA calculation (ωB97M-V with the def2-TZVPD basis set) on a structure of composition C3H6Cl2O3S.

ORCA input file:
```
! wB97M-V def2-TZVPD RIJCOSX def2/J DEFGRID3
* xyz 0 1
C 1.705 -0.238 -1.760
C -1.737 0.431 1.891
C 1.429 0.242 -0.387
O -0.974 -1.794 0.270
O -1.320 -0.321 -1.670
O -1.569 0.683 0.548
S -0.866 -0.473 -0.313
Cl 2.281 -0.408 0.973
Cl 1.476 1.949 -0.197
H 1.511 -1.275 -1.696
H 0.794 0.061 -2.373
H 2.721 0.043 -2.187
H -2.859 0.434 2.206
H -1.276 1.221 2.618
H -1.315 -0.554 2.076
*
```

The value obtained for the orbital gap is 8.96 eV.



Most stable one: b, least stable one: a.



a:
ORCA calculation (ωB97M-V with the def2-TZVPD basis set) on the ion H2NOS2 with charge -1.

ORCA input file:
```
! wB97M-V def2-TZVPD RIJCOSX def2/J DEFGRID3
* xyz -1 1
N -0.229 0.279 0.986
S 0.857 0.759 0.018
O 1.117 2.184 -0.242
S 2.522 -0.581 0.197
H -0.251 -0.753 1.018
H 0.417 0.405 -1.410
*
```

As for the SMILES: N=[S@@H]([O-])=S. The value obtained for the orbital gap is 7.67 eV.



b:
ORCA calculation (ωB97M-V with the def2-TZVPD basis set) on a cluster of 2 separate species, H2NOS2 in total.

ORCA input file:
```
! wB97M-V def2-TZVPD RIJCOSX def2/J DEFGRID3
* xyz -1 1
N 0.218 0.180 -0.694
O -0.395 1.185 -2.859
S -0.195 -1.109 2.264
S -0.877 0.910 -1.493
H 0.103 -0.080 0.336
H 1.146 -1.086 2.446
*
```

The value obtained for the orbital gap is 6.26 eV.



Most stable one: b, least stable one: a.



a:
ORCA calculation (ωB97M-V with the def2-TZVPD basis set) on the molecule C4H5FN2O.

ORCA input file:
```
! wB97M-V def2-TZVPD RIJCOSX def2/J DEFGRID3
* xyz 0 1
C -2.107 -1.337 0.472
N -1.027 -0.745 0.116
N -1.321 0.442 -0.643
C -0.247 1.152 -0.789
C 1.168 0.651 -0.707
O 1.800 0.681 -1.753
C 1.775 0.071 0.503
F 1.182 0.813 1.516
H -2.002 -2.242 0.949
H -3.065 -0.821 0.432
H -0.513 2.088 -1.222
H 1.494 -1.046 0.689
H 2.864 0.294 0.437
*
```

As for the SMILES: C=N/N=C\C(=O)CF. The value obtained for the orbital gap is 9.61 eV.



b:
ORCA calculation (ωB97M-V with the def2-TZVPD basis set) on the molecule C4H5FN2O.

ORCA input file:
```
! wB97M-V def2-TZVPD RIJCOSX def2/J DEFGRID3
* xyz 0 1
C -1.584 0.307 1.380
N -0.898 -0.651 0.514
C 0.119 -0.229 -0.219
C 1.095 -0.815 -1.030
C 1.744 0.322 -1.457
F 2.850 0.330 -2.189
N 1.242 1.469 -1.136
O 0.241 1.092 -0.262
H -2.275 -0.249 2.026
H -2.106 1.062 0.791
H -0.838 0.827 1.989
H -1.008 -1.609 0.766
H 1.419 -1.855 -1.174
*
```

As for the SMILES: CNc1cc(F)no1. The value obtained for the orbital gap is 9.17 eV.



Most stable one: b, least stable one: a.